#a
C2H8N3O2 | the ωB97M-V functional and the def2-TZVPD basis

Last column: Löwdin charge in e.
Element x y z (Å)
C  -0.6659  1.2296  -0.3634  -0.020
N  -0.1999  -0.0823  -0.2157  -0.166
C  -1.0598  -1.2139  0.0693  0.017
N  1.0342  -0.2040  0.0477  -0.128
O  1.5212  -1.5311  0.2883  0.156
N  1.8366  0.7544  0.0598  0.090
O  3.1173  0.2515  0.0759  0.027
H  -1.0319  1.7697  0.6764  0.176
H  0.2490  1.7774  -0.8366  0.132
H  -1.5534  1.3399  -0.8948  0.073
H  -0.5707  -2.1514  -0.0580  0.081
H  -1.5429  -1.1135  1.0672  0.122
H  -1.9131  -1.3277  -0.6963  0.144
H  2.4811  -1.4631  0.2529  0.118
H  3.6313  1.1030  0.1903  0.177

Results
SMILES string	CN(C)/[N+](O)=N/O
charge	+1
orbital gap (spin up / spin down)	9.84 / 9.84	eV
highest occupied orbital energy (spin up / spin down)	-14.398 / -14.397	eV

#b
C2H8N3O2 | the ωB97M-V functional and the def2-TZVPD basis

Last column: Löwdin charge in e.
Element x y z (Å)
N  2.4844  -0.6593  -0.2184  0.026
N  1.4985  0.1319  0.3018  -0.185
O  1.6620  1.5013  -0.0864  -0.052
C  -0.0345  -0.4625  0.1157  -0.236
O  -0.2295  -1.6371  -0.1540  0.100
C  -1.1292  0.5847  0.4020  -0.057
N  -2.3420  -0.0936  -0.1561  0.163
H  2.9335  -1.0817  0.7107  0.176
H  2.3209  -1.3152  -0.9603  0.091
H  2.5451  1.5848  -0.5333  0.128
H  -0.6188  1.5031  -0.0460  0.155
H  -1.2966  0.9784  1.3715  0.131
H  -1.8679  -1.1322  -0.3445  0.202
H  -2.8089  0.3485  -0.9408  0.166
H  -3.1168  -0.2511  0.5380  0.192

Results
SMILES string	NN(O)C(=O)C[NH3+]
charge	+1
orbital gap	9.10	eV
highest occupied orbital energy	-13.029	eV

#c
C2H8N3O2 | the ωB97M-V functional and the def2-TZVPD basis

Last column: Löwdin charge in e.
Element x y z (Å)
C  -0.4915  1.1140  0.1860  0.016
C  -1.6651  0.3640  -0.0531  -0.213
N  -2.6351  -0.6315  0.6735  0.029
N  0.7647  1.1877  0.2090  0.074
N  2.7639  -0.4668  -0.2342  0.125
O  -3.9817  -0.1089  0.3745  -0.117
O  -2.2213  0.6209  -1.2680  0.057
H  -2.5347  -0.6084  1.7393  0.155
H  1.6494  0.1834  -0.0233  0.092
H  -4.6995  -0.8589  0.3479  0.180
H  1.2360  2.1142  0.4620  0.146
H  2.7797  -0.7648  -1.2188  0.115
H  2.7611  -1.2400  0.4120  0.096
H  3.4822  0.3057  -0.0293  0.149
H  -3.1528  0.3620  -1.1720  0.096

Results
charge	+1
orbital gap	9.00	eV
highest occupied orbital energy	-12.599	eV

#d
C2H8N3O2 | the ωB97M-V functional and the def2-TZVPD basis

Last column: Löwdin charge in e.
Element x y z (Å)
H  -1.5496  1.1235  2.8605  0.150
N  -1.0581  1.7403  2.1611  0.206
N  -0.6218  1.2026  1.1514  -0.009
N  -0.1247  1.9297  0.1246  0.057
O  0.2264  1.2536  -1.0132  -0.010
C  0.9377  0.0980  -0.7095  -0.277
O  0.3395  -0.9701  -0.0717  -0.205
C  -0.0709  -2.2005  -0.8550  0.037
H  -0.5515  0.1564  1.0523  0.187
H  -0.2063  2.9788  0.0331  0.231
H  1.7547  0.1909  0.0495  0.163
H  1.3879  -0.1072  -1.7773  0.193
H  0.4055  -2.3094  -1.8442  0.107
H  -1.0598  -2.0827  -1.0481  0.047
H  0.1910  -3.0042  -0.1135  0.123

Results
SMILES string	[H]/N=[NH+]/NOCOC
charge	+1
orbital gap	9.64	eV
highest occupied orbital energy	-14.884	eV

Name the least stable of them. #a.

#a
C4H6N2O2 | the ωB97M-V functional and the def2-TZVPD basis

Last column: Löwdin charge in e.
Element x y z (Å)
O  0.5123  0.8632  2.4177  0.169
C  -0.2037  0.5663  1.5324  -0.318
N  -1.3193  0.3057  1.0690  -0.027
O  -2.2234  -0.6278  1.5349  -0.032
H  -2.8470  -0.0951  2.0569  0.118
C  -0.5447  -2.0423  -1.0653  -0.090
N  0.0448  -2.6702  -1.8229  0.064
H  -1.0230  -1.4146  -0.3242  0.027
C  1.2161  1.2811  -0.3548  -0.108
C  1.2201  0.3599  -1.3415  -0.052
H  2.0279  1.3060  0.3606  0.063
H  0.7074  2.2168  -0.5553  0.069
H  0.5961  0.4755  -2.2205  0.065
H  1.8365  -0.5244  -1.2872  0.052

Results
SMILES string	O=C=NO.C#N.C=C
orbital gap	9.59	eV
highest occupied orbital energy	-10.249	eV

#b
C4H6N2O2 | the ωB97M-V functional and the def2-TZVPD basis

Last column: Löwdin charge in e.
Element x y z (Å)
N  -0.0432  0.2068  -2.0680  0.190
C  -0.7259  0.6588  -1.0428  -0.427
O  -1.2594  1.6857  -0.7927  0.101
C  -0.2192  -0.4776  0.3212  -0.333
N  -0.1175  -1.8004  0.1915  -0.012
O  -0.3928  -2.2963  -0.8873  -0.003
C  0.8864  0.3038  0.9877  -0.083
C  -0.3275  0.0440  1.7457  -0.059
H  0.5361  -0.5806  -1.9983  0.085
H  0.2065  0.8971  -2.7111  0.104
H  0.8903  1.3778  0.6760  0.133
H  1.8351  -0.0873  1.1930  0.093
H  -0.3730  -0.8165  2.4196  0.119
H  -0.8959  0.8847  1.9654  0.091

Results
SMILES string	NC(=O)C1(N=O)CC1
orbital gap	8.78	eV
highest occupied orbital energy	-8.897	eV

#c
C4H6N2O2 | the ωB97M-V functional and the def2-TZVPD basis

Last column: Löwdin charge in e.
Element x y z (Å)
O  -0.2362  2.3894  1.7969  0.072
C  -0.0323  1.2714  1.3314  -0.520
N  0.2988  1.4930  -0.1970  0.121
N  -0.3720  0.2226  -0.6701  -0.193
C  0.0924  -0.4794  -1.8112  -0.057
C  0.4939  -0.8624  -0.2856  -0.245
C  -0.3870  -1.1870  0.9609  -0.006
O  0.0985  0.1081  1.8821  -0.003
H  -0.3143  2.2378  -0.3871  0.077
H  -0.5305  -1.2684  -2.5055  0.146
H  0.7792  0.0701  -2.3884  0.073
H  1.6388  -0.8604  -0.1147  0.162
H  0.1006  -2.2342  1.5351  0.172
H  -1.6299  -0.9005  0.8531  0.200

Results
SMILES string	O=C1NN2C[C@@H]2CO1
orbital gap	9.69	eV
highest occupied orbital energy	-9.098	eV

#d
C4H6N2O2 | the ωB97M-V functional and the def2-TZVPD basis

Last column: Löwdin charge in e.
Element x y z (Å)
C  1.6079  -1.2277  -0.0340  -0.037
C  -1.7479  0.4658  -0.2030  -0.579
C  0.2104  -0.7816  -0.3039  -0.463
C  0.4266  1.7025  0.1546  0.125
O  -2.4690  -0.1264  0.7828  0.088
N  -0.7681  -1.2162  -0.9155  0.173
N  -0.2060  0.5965  0.2053  0.033
O  -2.1898  1.2994  -0.9323  0.111
H  -2.1357  -1.0209  0.9294  0.103
H  1.8132  -1.2495  1.0393  0.082
H  1.7472  -2.2241  -0.4477  0.082
H  2.3316  -0.5545  -0.5034  0.075
H  1.5105  1.7102  0.1762  0.099
H  -0.1308  2.6266  0.0523  0.109

Results
orbital gap (spin up / spin down)	8.29 / 8.29	eV
highest occupied orbital energy (spin up / spin down)	-8.720 / -8.719	eV

Name the least stable of them. #c.

#a
C4H6N2O2 | the ωB97M-V functional and the def2-TZVPD basis

Last column: Löwdin charge in e.
Element x y z (Å)
H  -1.4273  -1.7373  -0.0801  0.128
N  -2.3371  -1.0944  0.2408  0.064
C  -2.0170  0.2052  0.1271  -0.144
N  -0.6780  0.5222  -0.5521  -0.090
C  0.0681  1.6019  0.0978  -0.185
C  1.4182  0.9937  0.1063  -0.103
C  1.3215  -0.4713  0.0732  -0.479
O  2.0959  -1.3582  0.1204  0.166
O  0.0168  -0.6699  -0.3078  -0.054
H  -2.7087  0.9627  0.2682  0.078
H  -0.1336  2.5734  -0.3524  0.125
H  -0.3723  1.6905  1.1672  0.143
H  2.1342  1.2786  -0.7983  0.178
H  1.9665  1.4850  1.0470  0.171

Results
SMILES string	[H]/N=C\N1CCC(=O)O1
orbital gap	10.23	eV
highest occupied orbital energy	-9.637	eV

#b
C4H6N2O2 | the ωB97M-V functional and the def2-TZVPD basis

Last column: Löwdin charge in e.
Element x y z (Å)
H  -0.8387  -1.8839  1.9063  0.057
N  -1.4379  -1.0393  1.7309  0.132
C  -0.9255  -0.2809  0.8395  -0.446
O  -1.5914  0.8694  0.3666  0.132
C  -0.9211  1.3390  -0.6965  -0.325
O  -1.4677  2.5104  -1.2486  0.086
C  0.1730  0.5613  -0.9412  -0.005
N  0.2078  -0.3309  0.1382  -0.090
C  1.3878  -1.1567  0.3110  -0.021
H  -0.9163  2.7297  -2.0141  0.114
H  1.0610  0.8253  -1.4726  0.115
H  2.0752  -1.0299  -0.4659  0.060
H  2.0801  -0.9203  1.1611  0.109
H  1.1137  -2.1932  0.3851  0.083

Results
SMILES string	[H]/N=c1/oc(O)cn1C
orbital gap	8.18	eV
highest occupied orbital energy	-7.690	eV

Name the least stable of them. #a.